1.
{
  "formula": "C4H8O2",
  "method": "the ωB97M-V functional and the def2-TZVPD basis",
  "elements": ["H", "C", "H", "H", "C", "O", "H", "C", "O", "H", "H", "C", "H", "H"],
  "positions_angstrom": [[0.2767, -1.9504, 0.1576], [-1.0140, -0.2596, 0.9411], [-0.7069, 0.7809, -2.4716], [1.2408, 0.6156, 1.3318], [0.3946, -0.0420, -1.0238], [-0.8175, 0.3788, -1.6020], [-1.9459, -0.4220, 0.3906], [1.2918, 0.1330, 0.3512], [-0.8647, 1.1338, 1.1711], [2.3170, -0.0199, 0.0447], [-0.4399, 1.5013, 0.3801], [0.1939, -0.8662, 0.1661], [-1.0805, -0.7203, 1.9299], [1.1547, -0.2630, -1.7668]],
  "forces_ev_per_a": [[0.0424, 0.0704, 0.1897], [-0.1281, -0.4040, 0.0593], [0.3664, 0.1165, 0.2814], [-0.1505, 0.6717, -0.8520], [0.3498, -0.2563, 0.1359], [0.1950, 0.8630, 0.2280], [0.1195, -0.2657, 0.0753], [0.1884, 0.1479, -0.2931], [-0.2728, 0.0363, -0.0716], [-0.0141, -0.5296, -0.0854], [-0.4364, 0.1325, 0.3301], [-0.0173, -0.1210, 0.0439], [-0.0424, -0.0466, -0.1101], [-0.1999, -0.4151, 0.0686]],
  "mulliken_charge": [0.384, -0.531, 0.321, 0.286, -0.373, -0.500, 0.275, -0.746, -0.567, 0.277, 0.380, 0.104, 0.353, 0.336],
  "smiles": "OC[C@@H]1C[C@@H]1O",
  "energy_ev": -8369.79694
}

=====

2.
{
  "formula": "C3H8N3",
  "method": "the ωB97M-V functional and the def2-TZVPD basis",
  "elements": ["H", "N", "H", "C", "C", "H", "N", "H", "N", "H", "H", "C", "H", "H"],
  "positions_angstrom": [[0.7448, 1.6369, 1.1176], [-1.3156, -0.2089, 0.0568], [2.3298, -1.3711, 0.3061], [-1.0553, 1.2146, 0.0168], [0.8567, -0.0619, 0.0964], [-2.3731, -3.3787, -0.4415], [-0.2861, -0.8939, 0.1907], [-1.5901, 1.6075, 0.7575], [2.0907, -0.4450, 0.0356], [-1.8248, -2.9718, -0.2717], [2.8150, 0.1936, -0.2867], [0.4751, 1.3541, 0.0990], [0.7244, 1.8439, -0.8290], [-1.5913, 1.4805, -0.8476]],
  "forces_ev_per_a": [[0.5337, 1.1431, -0.4266], [0.4112, -0.4831, 0.6895], [0.3645, -1.0714, -0.1951], [2.2090, -2.4964, -1.7662], [0.4329, 0.8405, -0.2160], [-1.2304, -0.9145, -0.3855], [0.4759, -1.0713, -0.0690], [-2.0605, 1.8375, 3.3915], [-1.1048, 0.2431, -0.0885], [1.1987, 0.8570, 0.3758], [-0.0850, -0.1130, 0.4586], [-2.1394, -0.6673, -0.5401], [1.1464, 0.8964, 0.3670], [-0.1522, 0.9994, -1.5954]],
  "mulliken_charge": [0.332, 0.002, 0.289, -0.617, 0.252, 0.219, -0.177, 0.333, -0.203, -0.214, 0.284, -0.209, 0.377, 0.332],
  "total_charge": 1,
  "energy_ev": -7700.97665
}

=====

3.
{
  "formula": "C5H4Br3NOS",
  "method": "the ωB97M-V functional and the def2-TZVPD basis",
  "elements": ["N", "S", "H", "Br", "H", "C", "C", "O", "H", "Br", "C", "H", "Br", "C", "C"],
  "positions_angstrom": [[1.1851, -0.5056, 0.7338], [0.5937, -3.1423, 0.7055], [-1.5464, -1.3334, -0.8646], [-1.8719, -3.2401, -4.3313], [-1.0256, 1.2418, -0.8014], [0.2142, -1.4357, 0.4023], [1.3790, -3.2608, -0.8491], [1.6907, -3.2940, 1.6142], [2.0602, -0.7878, 1.2979], [2.3285, -4.8506, -0.9851], [0.6385, 0.7044, 0.4053], [1.0896, 1.7352, 0.7626], [0.4485, -2.7754, -2.4647], [-0.8183, -0.8761, -0.3329], [-0.5816, 0.5120, -0.2574]],
  "forces_ev_per_a": [[-0.1573, -0.6747, 1.2582], [-2.5101, 0.7195, -1.6427], [-2.1949, -1.4685, -1.1617], [0.1034, -0.0398, 0.1921], [-1.6331, 2.0905, -1.1608], [0.5294, -0.6039, -0.0780], [-0.3668, -0.9074, -2.2718], [1.8275, 0.1881, 2.2001], [-2.1599, 0.9642, -1.1812], [0.4719, -0.1977, -0.1266], [0.5477, 2.6331, 0.5412], [-0.7657, -2.5538, -1.0270], [0.6418, -0.1281, 0.4799], [2.7208, 1.6317, 2.7058], [2.9452, -1.6531, 1.2723]],
  "mulliken_charge": [-0.078, 0.425, 0.658, -0.149, 0.477, -0.349, 0.045, -0.594, 0.313, 0.009, -0.364, 0.307, 0.042, -0.001, -0.741],
  "energy_ev": -229745.12938
}

=====

How do the records compare in molecular weight? In the order shown, they have 88.11; 86.12; 365.87 g mol⁻¹.
How do the records compare in relative energy (zero: lowest compared OMol25 entry of this formula, charge and spin)? In the order shown, they have 80.36; 99.20; 14.49 kcal per mole.